C30H32CeClN3SSi2 | ωB97M-V with the def2-TZVPD basis set

Results
- strongest force on any atom (eV/A) = 4.16
- energy above the lowest of the compared OMol25 structures with the same formula, charge and spin (kJ/mol) = 0.0
- E_tot (eV) = -88135.820
- multiplicity = 2
- total charge = +1
- LUMO level (spin up / spin down) (eV) = -3.568 / -3.557
- Kohn-Sham gap (spin up / spin down) (eV) = 5.49 / 5.47

Geometry (Å):
C  -1.134  -0.746  5.774
C  -1.949  -0.149  4.751
C  -1.947  -1.026  3.623
H  -2.494  0.790  4.835
C  -1.125  -2.159  3.934
C  -0.622  -1.997  5.266
H  0.011  -2.695  5.821
H  -1.043  -0.371  6.791
H  -2.547  -0.900  2.720
H  -0.952  -2.993  3.255
Ce  0.455  -0.182  3.898
Si  1.369  0.080  -2.695
C  1.186  1.584  -3.771
C  2.183  2.080  -4.627
H  3.185  1.641  -4.613
C  1.870  3.128  -5.504
H  2.622  3.478  -6.215
C  0.604  3.732  -5.484
H  0.374  4.576  -6.139
C  -0.372  3.244  -4.609
H  -1.359  3.701  -4.559
C  -0.097  2.147  -3.794
H  -0.884  1.730  -3.163
C  1.509  -1.334  -3.869
C  0.614  -1.270  -4.950
H  0.058  -0.347  -5.143
C  0.385  -2.398  -5.740
H  -0.359  -2.341  -6.530
C  1.090  -3.580  -5.501
H  0.887  -4.467  -6.108
C  2.051  -3.606  -4.484
H  2.622  -4.516  -4.313
C  2.271  -2.492  -3.662
H  3.000  -2.515  -2.851
H  0.026  -0.088  -2.093
Si  0.000  0.153  0.905
C  -0.572  -1.434  0.134
C  -1.712  -1.487  -0.702
H  -2.133  -0.568  -1.115
C  -2.328  -2.706  -0.990
H  -3.233  -2.727  -1.606
C  -1.785  -3.898  -0.503
H  -2.273  -4.851  -0.709
C  -0.611  -3.871  0.259
H  -0.167  -4.796  0.640
C  0.010  -2.657  0.534
H  0.946  -2.649  1.099
C  -0.933  1.644  0.334
C  -2.204  1.829  0.941
H  -2.476  1.206  1.799
C  -3.082  2.806  0.476
H  -4.054  2.929  0.955
C  -2.701  3.621  -0.600
H  -3.394  4.364  -0.985
C  -1.429  3.495  -1.163
H  -1.135  4.141  -1.996
C  -0.530  2.547  -0.670
H  0.486  2.501  -1.072
H  2.384  0.132  -1.598
Cl  2.094  0.409  1.015
N  2.738  0.110  5.088
N  2.095  0.325  6.346
C  1.341  1.467  6.458
N  1.039  1.777  7.744
S  0.807  2.335  5.094
H  3.345  0.899  4.843
H  3.350  -0.711  5.154
H  2.658  0.048  7.158
H  0.509  2.607  7.969
H  1.459  1.269  8.516

Atoms 1-2, force components in eV/Å:
-1.004 -0.911 -0.346
-0.045 -1.243 0.386